[1]
This record from OMol25 describes a single C3H5NO2S molecule. The level of theory is ωB97M-V with the def2-TZVPD basis set.

## Properties
highest occupied orbital energy = -9.342 eV
net charge = 0
E = -720.6700 a.u.
frontier orbital gap = 0.3729 hartree
largest force on an atom = 5.38 eV Å⁻¹

Geometry as XYZ:
```
12
Properties=species:S:1:pos:R:3:forces:R:3:lowdin_charge:R:1
S -0.411207 -2.160629 0.685433 -0.11 0.22 1.17 0.968
O -1.545638 -2.965081 0.238211 0.15 0.54 -0.48 -0.474
O 0.969855 -2.678261 -0.129494 -0.33 2.59 -1.33 -0.281
N 0.664767 -0.570258 -1.182395 -1.99 2.35 0.69 0.059
C -0.221020 0.794287 0.679358 -2.69 1.39 -4.45 -0.076
C -0.381365 -0.410300 -0.210757 -2.49 -1.67 -1.05 -0.449
C 1.248797 -1.631597 -1.077003 1.44 -2.95 0.32 -0.250
H 0.567390 0.744559 1.285512 3.31 -0.06 2.36 0.028
H -1.435757 -0.411947 -0.754769 2.07 0.06 1.06 0.161
H 2.034674 -1.777551 -1.761407 1.14 -1.16 -0.41 0.119
H -0.140482 1.663068 -0.087989 0.27 -1.23 1.44 0.128
H -1.113348 1.015046 1.210907 -0.78 -0.08 0.69 0.067
```
Positions in Å, forces in eV/Å.

[2]
This record from OMol25 describes a single C2H4N4 molecule. The level of theory is ωB97M-V with the def2-TZVPD basis set.

## Properties
highest occupied orbital energy (alpha / beta) = -9.336 / -9.337 eV
net charge = 0
E = -297.5163 a.u.
frontier orbital gap (alpha / beta) = 0.2903 / 0.2903 hartree
largest force on an atom = 1.21 eV Å⁻¹

Geometry as XYZ:
```
10
Properties=species:S:1:pos:R:3:forces:R:3:lowdin_charge:R:1
N 0.213840 -1.402666 -0.102678 -0.62 0.39 0.66 0.271
N -1.792577 -0.649625 0.143516 1.15 0.29 -0.26 0.107
N -0.110181 0.827497 -0.396964 0.06 0.88 0.49 0.061
N 2.084892 0.126026 -0.202612 -0.29 -0.33 -0.09 0.129
C 0.747425 -0.225435 -0.224350 -0.68 -0.15 0.06 -0.596
C -1.349991 0.550645 -0.072134 0.32 0.28 -0.18 -0.369
H -2.743219 -0.680002 0.558048 0.92 -0.74 -0.24 0.085
H 2.788293 -0.491964 0.175264 -0.39 -0.12 -0.08 0.095
H 2.220660 1.108277 0.023169 -0.24 -0.36 -0.23 0.100
H -1.985955 1.429711 0.034535 -0.23 -0.14 -0.13 0.118
```
Positions in Å, forces in eV/Å.

Energy relative to the best compared isomer or geometry (same formula, charge and spin) values, unit kJ/mol, following the record order: 200.8; 336.1.